240
Properties=species:S:1:pos:R:3 method="wB97M-V/def2-TZVPD" multiplicity=1 energy_ev=-120481.8908 homo_energy_ev=-8.168 homo_lumo_gap_ha=0.309 smiles=COCCNCCOC.COCCNCCOC.COCCNCCOC.COCCNCCOC.COCCNCCOC.COCCNCCOC.COCCNCCOC.COCCNCCOC.COCCNCCOC.COCCNCCOC
C 9.89903 -19.37223 -4.46696
O 9.06424 -18.26716 -4.21490
C 9.42336 -16.99469 -4.65206
C 8.89717 -15.92147 -3.68229
N 9.66188 -15.86708 -2.39091
C 8.99965 -15.03615 -1.41730
C 9.78074 -15.24394 -0.16901
O 9.65811 -16.62741 0.33776
C 10.69895 -16.98758 1.34885
H 9.83540 -19.66542 -5.51487
H 9.78804 -20.30193 -3.90890
H 10.98005 -19.29560 -4.35025
H 9.20679 -16.69991 -5.67885
H 10.51229 -17.04193 -4.64278
H 7.82357 -16.07182 -3.56884
H 9.08449 -14.97057 -4.18109
H 9.71699 -16.74102 -1.88762
H 7.97508 -15.38915 -1.30010
H 8.96738 -13.96819 -1.63299
H 9.52873 -14.48277 0.56937
H 10.81831 -14.97502 -0.36705
H 10.70130 -18.01323 1.71781
H 10.54493 -16.33885 2.21112
H 11.69558 -16.75136 0.97598
C 14.06152 -21.19282 -1.64483
O 15.27444 -21.96908 -1.79869
C 15.49030 -22.49942 -3.06344
C 16.20754 -21.51384 -4.00762
N 16.58536 -22.20628 -5.25940
C 17.03847 -21.26395 -6.29277
C 17.56484 -22.06926 -7.49152
O 17.76043 -21.20976 -8.68762
C 17.70757 -21.91217 -9.92717
H 14.08153 -20.36950 -2.35887
H 13.87419 -20.82967 -0.63432
H 13.21795 -21.81058 -1.95281
H 14.60070 -22.96097 -3.49201
H 16.06779 -23.40283 -2.86739
H 17.19145 -21.16636 -3.69256
H 15.52180 -20.67468 -4.12456
H 17.09539 -23.03716 -4.99557
H 17.88746 -20.68564 -5.92826
H 16.21914 -20.59429 -6.55425
H 17.00793 -22.97046 -7.74801
H 18.50786 -22.54668 -7.22528
H 18.56225 -22.57516 -10.06155
H 17.47061 -21.32213 -10.81250
H 16.80998 -22.53059 -9.92493
C 8.07840 -11.85780 -7.87809
O 9.07651 -12.63075 -8.44977
C 10.34000 -12.00509 -8.41012
C 11.32122 -12.77728 -9.30737
N 11.81648 -13.98661 -8.57620
C 12.94189 -14.56567 -9.29190
C 12.59824 -15.41158 -10.54530
O 11.56059 -16.32484 -10.16361
C 12.06361 -17.47590 -9.55588
H 8.34420 -11.41400 -6.91867
H 7.22613 -12.51407 -7.70190
H 7.88658 -11.01690 -8.54458
H 10.75991 -11.92936 -7.40710
H 10.22868 -11.00212 -8.82213
H 12.15693 -12.14306 -9.60310
H 10.85121 -13.11118 -10.23241
H 11.13475 -14.70749 -8.76506
H 13.52245 -15.12231 -8.55624
H 13.67689 -13.84187 -9.64403
H 13.50469 -15.89871 -10.90469
H 12.25802 -14.75862 -11.34904
H 12.87767 -18.01945 -10.03542
H 11.29237 -18.18199 -9.24811
H 12.57560 -17.21374 -8.63001
C 1.08409 -7.86925 -8.88657
O 0.83562 -8.79261 -7.79604
C 1.68445 -9.91872 -7.89322
C 1.38069 -10.97111 -6.84427
N 1.85910 -10.53198 -5.47754
C 1.60657 -11.48995 -4.37329
C 2.35896 -12.85492 -4.51135
O 1.90345 -13.75565 -5.51664
C 2.66748 -14.97548 -5.61566
H 2.04997 -7.38119 -8.75627
H 0.36679 -7.05055 -8.94402
H 1.01519 -8.34472 -9.86498
H 2.73151 -9.61588 -7.90111
H 1.50321 -10.48792 -8.80496
H 1.93731 -11.86513 -7.12536
H 0.31707 -11.20235 -6.78639
H 1.22124 -9.78213 -5.25184
H 0.59349 -11.87888 -4.27084
H 1.94215 -11.10309 -3.41109
H 2.33129 -13.43006 -3.58585
H 3.43225 -12.67247 -4.45790
H 2.60173 -15.48933 -4.65663
H 3.75385 -14.93486 -5.69484
H 2.38583 -15.59386 -6.46794
C 5.32885 -18.13484 6.00777
O 4.05447 -17.68816 6.44376
C 3.58967 -16.49760 5.86953
C 2.26281 -15.98479 6.62807
N 2.44627 -15.60317 7.97797
C 1.29813 -14.96123 8.61481
C 0.10383 -15.87072 8.95120
O 0.48594 -16.97791 9.72489
C -0.48571 -17.91562 10.10086
H 5.65411 -19.00951 6.57103
H 6.07380 -17.35494 6.16558
H 5.35960 -18.43175 4.95944
H 3.23739 -16.58525 4.84176
H 4.39256 -15.76072 5.84777
H 1.59269 -16.84301 6.67807
H 1.89563 -15.17911 5.99234
H 2.94074 -16.35365 8.43882
H 0.94994 -14.01394 8.20309
H 1.74915 -14.71604 9.57635
H -0.35034 -16.26231 8.04099
H -0.65507 -15.22099 9.38709
H -0.79414 -18.33050 9.14125
H -1.30575 -17.43770 10.63680
H -0.00574 -18.65546 10.74146
C 7.04904 -20.17360 -9.61111
O 7.51729 -21.52961 -9.58797
C 6.52330 -22.44911 -9.33277
C 7.12034 -23.79515 -9.59791
N 8.16145 -24.04647 -8.55369
C 8.97635 -25.25490 -8.81122
C 9.95631 -25.59880 -7.65841
O 10.56418 -24.46292 -7.04366
C 11.55006 -23.89661 -7.98240
H 6.39930 -20.06955 -10.48007
H 7.88598 -19.49340 -9.76913
H 6.56263 -19.95693 -8.66001
H 5.61380 -22.18964 -9.87462
H 6.32842 -22.38103 -8.26251
H 7.43695 -23.90347 -10.63528
H 6.31603 -24.49939 -9.38527
H 8.81236 -23.28465 -8.42695
H 9.58555 -25.23040 -9.71476
H 8.24495 -26.04225 -8.99349
H 10.72712 -26.34528 -7.85002
H 9.28476 -25.94182 -6.87134
H 11.81506 -23.01234 -7.40280
H 11.14211 -23.58775 -8.94483
H 12.37892 -24.60389 -8.01168
C 6.98803 -20.79568 0.15148
O 7.42932 -21.89725 0.97855
C 6.38652 -22.78432 1.43988
C 7.18774 -24.02573 2.09303
N 7.73700 -25.03113 1.13160
C 8.95546 -24.48922 0.38174
C 9.61138 -25.58203 -0.41379
O 10.11361 -26.59854 0.50922
C 11.42458 -26.38113 1.05361
H 7.76942 -20.36403 -0.47400
H 6.53557 -19.96562 0.69404
H 6.27717 -21.11872 -0.60906
H 5.78966 -23.05312 0.56832
H 5.74887 -22.39703 2.23455
H 6.40707 -24.50964 2.67997
H 7.95728 -23.54090 2.69375
H 8.09658 -25.77744 1.70936
H 9.64869 -24.04958 1.09885
H 8.80338 -23.57583 -0.19331
H 10.41976 -25.13761 -0.99442
H 8.99518 -26.14677 -1.11342
H 11.72467 -27.37234 1.39351
H 11.40628 -25.74476 1.93837
H 12.11622 -25.91763 0.35011
C -2.29471 -8.97257 6.37774
O -1.39095 -9.66158 5.51650
C -0.06797 -9.26753 5.58954
C 0.70931 -10.01834 4.46379
N 2.15845 -9.69781 4.52398
C 3.11855 -10.60022 3.82085
C 2.72191 -11.06280 2.36994
O 3.80901 -11.07137 1.50021
C 4.30251 -9.84701 0.95761
H -2.43122 -7.99073 5.92447
H -1.85997 -8.81746 7.36519
H -3.21843 -9.53554 6.51151
H 0.41064 -9.47146 6.54737
H 0.02925 -8.20433 5.36989
H 0.34794 -9.72154 3.47920
H 0.65632 -11.10685 4.44309
H 2.46727 -9.62281 5.48268
H 3.35806 -11.44652 4.46469
H 4.03086 -10.00394 3.80511
H 1.89218 -10.40072 2.12232
H 2.20789 -12.02261 2.31859
H 4.60334 -9.15206 1.74161
H 3.60848 -9.23154 0.38523
H 5.18862 -10.07229 0.36418
C 8.34335 -5.28848 0.12770
O 9.46733 -5.70592 -0.64216
C 10.68142 -5.73499 -0.00834
C 10.96884 -7.25581 0.13264
N 11.36969 -7.86952 -1.15128
C 11.75652 -9.28061 -0.96810
C 12.08760 -9.97867 -2.33277
O 12.84578 -11.14120 -2.17081
C 12.89529 -11.99270 -3.36452
H 7.48813 -5.39043 -0.54038
H 8.40938 -4.30763 0.59852
H 8.14295 -5.98540 0.94149
H 10.69496 -5.11827 0.89031
H 11.35569 -5.30120 -0.74677
H 10.06155 -7.74192 0.49127
H 11.82035 -7.28023 0.81266
H 10.75036 -7.71645 -1.93430
H 10.94658 -9.80943 -0.46566
H 12.61542 -9.40385 -0.30839
H 12.70275 -9.36352 -2.98949
H 11.21397 -10.09234 -2.97460
H 13.46575 -11.62890 -4.21913
H 11.93230 -12.21499 -3.82423
H 13.37406 -12.90049 -2.99737
C 12.93027 -20.88785 14.02596
O 12.00659 -21.80966 13.56013
C 12.54130 -23.12215 13.22301
C 11.31554 -24.02089 12.90730
N 10.43037 -23.58822 11.84079
C 11.06233 -23.10836 10.56820
C 10.04574 -22.45669 9.61073
O 10.57461 -21.82744 8.44479
C 11.19281 -22.66927 7.49347
H 12.56237 -19.86414 13.95692
H 13.78271 -20.98596 13.35379
H 13.26992 -21.20049 15.01338
H 13.03840 -23.65720 14.03216
H 13.25594 -23.16913 12.40131
H 10.75343 -24.25860 13.81043
H 11.64776 -25.00633 12.58077
H 9.83750 -22.85595 12.20463
H 11.64225 -23.90478 10.10183
H 11.71974 -22.26460 10.77795
H 9.55588 -21.60690 10.08612
H 9.26567 -23.18072 9.37542
H 10.59305 -23.56375 7.32524
H 12.20974 -22.86966 7.83083
H 11.21521 -22.07674 6.57887